The molecule C5H6O in a non-equilibrium geometry. Source: the Open Molecules 2025 dataset; level of theory: ωB97M-V with the def2-TZVPD basis set.

Atoms and positions in Å:
C1 -2.37384 0.49672 -0.01433
C2 -1.02876 -0.01797 0.15120
C3 -0.03064 -0.60117 0.49350
C4 1.29465 -0.82316 -0.20882
C5 2.24787 0.28708 0.16967
O1 2.13805 1.42769 -0.18149
H1 -2.73067 0.88961 0.93793
H2 -2.38076 1.31139 -0.73848
H3 -3.05072 -0.29142 -0.34506
H4 1.65231 -1.79006 0.15039
H5 1.22528 -0.86998 -1.29997
H6 3.03724 -0.01874 0.88545

Cartesian forces, eV/Å:
C -0.1 0.2 0.0
C -1.6 0.0 1.0
C 1.6 0.5 -2.3
C -0.1 -1.0 1.1
C 0.1 0.0 0.7
O 0.0 -0.1 -0.2
H -0.1 0.0 0.0
H -0.1 0.0 0.0
H 0.0 0.1 0.0
H 0.6 0.1 -0.2
H -0.4 0.1 0.2
H 0.1 0.1 -0.1

Values from the calculation:
**E_tot**: -7326.7602 eV
**Energy relative to the best compared isomer or geometry (same formula, charge and spin)**: 2.524 eV
**Structure (SMILES)**: CC#CCC=O
**Kohn-Sham gap**: 10.319 eV
**Total charge**: 0
**Spin multiplicity**: 1

=====

The molecule C5H6O in a non-equilibrium geometry. Source: the Open Molecules 2025 dataset; level of theory: ωB97M-V with the def2-TZVPD basis set.

Atoms and positions in Å:
C1 -0.54647 1.16620 -0.08582
C2 0.74752 1.02361 -0.36698
C3 1.15133 -0.42056 -0.35339
O1 1.61268 -0.87458 0.86950
C4 0.03510 -1.10420 0.26731
C5 -1.16574 -0.14295 0.35428
H1 -1.10033 2.09945 -0.13601
H2 1.45849 1.80641 -0.59726
H3 1.55832 -0.81100 -1.26929
H4 -0.13795 -2.17413 0.30349
H5 -1.98503 -0.47628 -0.32679
H6 -1.62793 -0.09195 1.34097

Cartesian forces, eV/Å:
C 0.2 0.0 0.1
C -0.2 0.1 -0.5
C -0.3 0.2 -0.9
O -2.6 -0.3 0.4
C 0.6 -0.1 0.5
C 0.4 0.0 0.4
H 0.1 -0.1 0.2
H -0.2 0.1 -0.2
H 0.8 -0.1 -0.3
H 0.4 0.2 -0.4
H 0.7 -0.1 0.3
H 0.0 0.2 0.1

Values from the calculation:
**E_tot**: -7326.7957 eV
**Energy relative to the best compared isomer or geometry (same formula, charge and spin)**: 2.489 eV
**Structure (SMILES)**: C1=C[C@H]2O[C@H]2C1
**Kohn-Sham gap**: 10.590 eV
**Total charge**: 0
**Spin multiplicity**: 1

=====

The molecule C5H6O in a non-equilibrium geometry. Source: the Open Molecules 2025 dataset; level of theory: ωB97M-V with the def2-TZVPD basis set.

Atoms and positions in Å:
C1 0.25215 1.26454 0.05624
C2 1.31236 0.46071 -0.06419
C3 0.82064 -0.98709 -0.09076
O1 -0.11081 -1.35568 1.01463
C4 -0.63867 -0.93750 -0.20024
C5 -1.05886 0.51110 -0.05248
H1 0.27493 2.33343 0.27425
H2 2.35030 0.79866 -0.04404
H3 1.32545 -1.91588 -0.04781
H4 -1.20702 -1.62715 -0.81548
H5 -1.65703 0.60982 0.86364
H6 -1.66345 0.84504 -0.89377

Cartesian forces, eV/Å:
C 0.0 -0.2 -0.1
C -0.3 -0.5 0.6
C -0.2 0.9 1.2
O 0.0 0.3 0.8
C -0.4 0.2 -0.3
C -0.1 0.1 -0.2
H 0.1 -0.3 -0.3
H -0.3 -0.4 0.1
H 1.3 -0.3 -1.6
H -0.1 -0.1 0.2
H 0.1 0.0 -0.2
H 0.0 0.2 -0.1

Values from the calculation:
**E_tot**: -7327.3072 eV
**Energy relative to the best compared isomer or geometry (same formula, charge and spin)**: 1.977 eV
**Structure (SMILES)**: C1=C[C@H]2O[C@H]2C1
**Kohn-Sham gap**: 10.596 eV
**Total charge**: 0
**Spin multiplicity**: 1

=====

The molecule C5H6O in a non-equilibrium geometry. Source: the Open Molecules 2025 dataset; level of theory: ωB97M-V with the def2-TZVPD basis set.

Atoms and positions in Å:
C1 0.11853 -1.02576 -0.20600
C2 -1.13893 -0.33261 0.23531
C3 -1.05981 0.97174 0.53104
C4 0.23149 1.60936 0.64588
O1 1.30526 0.89940 0.71225
C5 1.16817 0.03799 -0.41047
H1 0.45250 -1.76843 0.53168
H2 -0.04782 -1.56704 -1.14497
H3 -2.07444 -0.88652 0.26785
H4 -1.93273 1.57060 0.77381
H5 0.81229 0.76869 -1.23946
H6 2.16548 -0.27742 -0.69693

Cartesian forces, eV/Å:
C 0.1 0.0 0.1
C -0.1 -0.1 0.0
C -0.3 -1.3 -0.7
C -1.1 4.0 2.5
O 0.6 -1.1 -0.4
C 0.0 0.2 -2.3
H -0.1 0.1 0.0
H 0.0 0.1 0.1
H 0.1 0.0 0.1
H 0.2 0.0 -0.1
H 0.6 -1.5 0.7
H 0.0 -0.4 0.1

Values from the calculation:
**E_tot**: -7325.2456 eV
**Energy relative to the best compared isomer or geometry (same formula, charge and spin)**: 4.039 eV
**Kohn-Sham gap (spin up / spin down)**: 7.262 / 7.263 eV
**Total charge**: 0
**Spin multiplicity**: 1

=====

The molecule C5H6O in a non-equilibrium geometry. Source: the Open Molecules 2025 dataset; level of theory: ωB97M-V with the def2-TZVPD basis set.

Atoms and positions in Å:
C1 -1.41133 -0.03215 0.10570
C2 -0.27259 0.15418 -0.89987
C3 0.61184 -0.94629 -0.58222
C4 1.47290 -0.45928 0.32499
O1 1.42590 0.92753 0.34114
C5 0.38826 1.26513 -0.42943
H1 -2.14253 0.78648 0.12636
H2 -0.70958 -0.14101 1.05000
H3 -1.91731 -0.99812 0.06384
H4 0.31552 -1.97513 -0.74782
H5 2.14541 -0.88962 1.04567
H6 0.09354 2.30828 -0.39836

Cartesian forces, eV/Å:
C -0.1 -0.3 1.1
C 0.2 0.3 0.1
C 0.0 -0.1 0.7
C 0.9 -0.1 -0.7
O 0.4 -0.1 -0.2
C 0.1 0.0 -0.1
H 0.2 -0.2 0.3
H -2.3 0.5 -0.8
H -0.2 0.1 -0.4
H 0.3 0.1 0.2
H 0.3 0.0 -0.3
H 0.0 -0.2 0.1

Values from the calculation:
**E_tot**: -7325.9750 eV
**Energy relative to the best compared isomer or geometry (same formula, charge and spin)**: 3.310 eV
**Structure (SMILES)**: Cc1ccoc1
**Kohn-Sham gap**: 9.124 eV
**Total charge**: 0
**Spin multiplicity**: 1

=====

The molecule C5H6O. Source: the Open Molecules 2025 dataset; level of theory: ωB97M-V with the def2-TZVPD basis set.

Atoms and positions in Å:
C1 0.98583 -1.17580 -0.15233
C2 1.30134 0.12680 -0.16505
C3 0.43034 1.12439 0.45527
C4 -0.89337 0.89489 0.48221
C5 -1.48844 -0.25287 -0.26104
O1 -2.29916 -1.04006 0.17296
H1 1.43594 -1.88814 -0.83252
H2 0.24644 -1.57513 0.53538
H3 2.17394 0.46541 -0.71932
H4 0.84837 2.05786 0.82877
H5 -1.59982 1.56073 0.96988
H6 -1.14140 -0.29808 -1.31423

Cartesian forces, eV/Å:
C 0.1 0.1 0.0
C -0.1 -0.2 -0.1
C -0.2 -0.1 0.0
C 0.1 0.0 0.0
C -0.2 -0.1 0.1
O 0.1 0.5 -0.1
H 0.4 0.0 0.2
H 0.0 0.1 -0.2
H -0.2 0.0 -0.1
H -0.1 -0.2 0.1
H 0.1 0.0 0.0
H -0.1 -0.1 0.1

Values from the calculation:
**E_tot**: -7327.7830 eV
**Energy relative to the best compared isomer or geometry (same formula, charge and spin)**: 1.501 eV
**Structure (SMILES)**: C=C/C=C\C=O
**Kohn-Sham gap**: 9.858 eV
**Total charge**: 0
**Spin multiplicity**: 1